{
  "formula": "C49H34BBrF8NiO3P2S",
  "method": "wB97M-V/def2-TZVPD",
  "energy_ha": -8100.60299,
  "e_above_lowest_kj_mol": 13.1,
  "homo_ev": [-8.526, -8.522],
  "symbols": ["Ni", "F", "C", "C", "F", "C", "F", "C", "P", "C", "C", "C", "C", "C", "C", "C", "C", "C", "C", "C", "C", "C", "Br", "C", "F", "H", "H", "H", "H", "H", "H", "H", "H", "H", "H", "O", "C", "O", "C", "C", "C", "C", "C", "C", "P", "C", "C", "C", "C", "C", "C", "C", "C", "C", "C", "C", "C", "H", "H", "H", "H", "H", "H", "H", "H", "H", "H", "H", "H", "H", "H", "F", "B", "F", "F", "F", "O", "S", "C", "C", "C", "C", "C", "C", "C", "C", "C", "C", "C", "C", "H", "H", "H", "H", "H", "H", "H", "H", "H", "H"],
  "positions_angstrom": [[0.803, -0.725, -0.058], [7.884, 0.968, 2.538], [6.655, 0.994, 2.022], [6.046, 2.203, 1.744], [6.689, 3.349, 1.986], [4.773, 2.211, 1.206], [4.261, 3.421, 0.936], [4.057, 1.047, 0.941], [2.343, 1.156, 0.259], [2.632, 2.097, -1.287], [2.664, 3.488, -1.381], [2.907, 4.096, -2.602], [3.126, 3.330, -3.740], [3.108, 1.948, -3.650], [2.856, 1.341, -2.428], [1.624, 2.420, 1.364], [1.994, 2.505, 2.702], [1.453, 3.488, 3.517], [0.527, 4.386, 3.006], [0.111, 4.271, 1.687], [0.645, 3.285, 0.874], [4.699, -0.165, 1.219], [3.899, -1.826, 0.924], [5.980, -0.183, 1.752], [6.602, -1.330, 2.024], [2.497, 4.103, -0.509], [2.931, 5.176, -2.663], [3.319, 3.812, -4.689], [3.289, 1.334, -4.523], [2.885, 0.275, -2.355], [2.716, 1.810, 3.114], [1.764, 3.555, 4.551], [0.117, 5.162, 3.638], [-0.638, 4.945, 1.292], [0.305, 3.193, -0.150], [3.444, -2.145, -2.653], [2.246, -2.047, -2.503], [1.621, -1.972, -1.361], [1.294, -1.963, -3.662], [1.742, -2.172, -4.957], [0.852, -2.084, -6.014], [-0.482, -1.781, -5.771], [-0.930, -1.558, -4.478], [-0.042, -1.645, -3.410], [-0.600, -1.515, -1.666], [-1.162, -3.200, -1.279], [-2.297, -3.728, -1.902], [-2.738, -5.003, -1.588], [-2.044, -5.765, -0.656], [-0.901, -5.259, -0.060], [-0.456, -3.982, -0.370], [-2.105, -0.469, -1.879], [-1.845, 0.799, -2.411], [-2.858, 1.730, -2.570], [-4.157, 1.413, -2.193], [-4.427, 0.170, -1.646], [-3.407, -0.762, -1.484], [2.787, -2.406, -5.110], [1.192, -2.253, -7.027], [-1.180, -1.715, -6.596], [-1.971, -1.317, -4.309], [-2.823, -3.156, -2.655], [-3.619, -5.402, -2.074], [-2.399, -6.754, -0.395], [-0.351, -5.846, 0.663], [0.429, -3.595, 0.115], [-0.834, 1.059, -2.709], [-2.634, 2.702, -2.991], [-4.954, 2.134, -2.325], [-5.434, -0.085, -1.344], [-3.646, -1.727, -1.061], [2.029, -3.697, 2.322], [0.956, -2.935, 2.747], [0.631, -1.995, 1.643], [-0.162, -3.712, 2.954], [1.256, -2.133, 3.838], [-0.649, 0.278, 0.762], [-0.857, 0.316, 2.286], [-2.101, 1.580, 2.462], [-2.880, 1.923, 1.368], [-3.847, 2.902, 1.525], [-4.029, 3.515, 2.759], [-3.242, 3.154, 3.844], [-2.262, 2.183, 3.696], [-1.887, -1.087, 2.684], [-2.055, -1.422, 4.016], [-2.874, -2.495, 4.328], [-3.489, -3.221, 3.316], [-3.284, -2.885, 1.986], [-2.472, -1.810, 1.666], [-2.714, 1.443, 0.414], [-4.461, 3.184, 0.680], [-4.786, 4.280, 2.876], [-3.383, 3.634, 4.802], [-1.628, 1.906, 4.529], [-1.541, -0.872, 4.795], [-3.011, -2.780, 5.362], [-4.110, -4.070, 3.568], [-3.726, -3.480, 1.198], [-2.257, -1.544, 0.642]],
  "mulliken_charge": [1.2260, -0.2912, 0.5603, 0.1738, -0.3020, 0.1706, -0.3752, -0.1752, 0.4566, 0.2825, -0.1783, -0.8111, -0.6930, -0.5361, -0.9050, 0.2459, -0.3367, -0.9925, -0.6896, -0.8722, -0.5458, 0.1866, 0.0406, 0.0847, -0.3200, 0.3838, 0.4366, 0.4059, 0.5367, 0.5889, 0.5666, 0.4497, 0.4305, 0.4703, 0.5641, -0.7455, -0.4711, -0.5970, 0.1927, -0.7129, -0.6615, -0.7644, -0.7584, 1.0515, 2.7098, 0.2178, -0.3730, -0.9171, -0.6754, -0.7420, -0.0579, 0.9608, -0.8749, -0.7254, -0.7304, -0.9259, -0.4994, 0.5520, 0.4161, 0.4401, 0.4177, 0.4807, 0.4355, 0.4034, 0.4817, 0.1804, 0.5278, 0.4550, 0.4447, 0.4317, 0.2797, -0.3983, 0.6012, -0.1505, -0.3676, -0.3228, 1.2444, 0.2106, 0.6302, 0.2768, -0.9255, -0.6579, -0.8065, -0.4583, 0.2403, -0.4499, -0.8720, -0.8561, -0.6336, 0.3711, -0.0693, 0.5128, 0.4252, 0.4593, 0.4609, 0.5026, 0.4335, 0.4206, 0.4074, -0.3125]
}